No. 1
Computed, not measured: a molecular structure, C2F5NNiO4S2, with the ωB97M-V functional and the def2-TZVPD basis.

Each line ends with the Löwdin spin population.
CARTESIAN COORDINATES (ANGSTROEM)
1 Ni -1.6554 -1.8936 1.4398  1.692
2 N 0.2707 0.2501 0.1084  0.009
3 S 0.1723 -1.1154 -0.9130  0.010
4 O 1.5582 -1.4725 -1.1961  0.004
5 O -0.6515 -2.1158 -0.1362  0.077
6 C -0.7703 -0.8873 -2.5209  0.000
7 F -1.8280 -0.0799 -2.1807  0.001
8 F 0.0322 -0.0658 -3.2728  0.000
9 S -0.4871 0.2882 1.5572  0.012
10 O -1.9654 0.0974 1.2689  0.096
11 O -0.1570 -0.9079 2.4287  0.093
12 C 1.1232 1.7328 0.8813  0.003
13 F 0.2686 2.5571 0.2496  0.001
14 F 2.1337 2.6062 0.6430  0.000
15 F 1.9558 1.0063 1.6427  0.002

Lowest unoccupied orbital energy (spin up / spin down) ... -2.5 / -2.8 eV
2S+1 ... 3
<S²> ... 2.0048
Total energy ... -3235.54771 Ha
Frontier orbital gap (spin up / spin down) ... 5.477 / 5.137 eV



No. 2
Computed, not measured: a molecular structure, C2F6KO6S2, with the ωB97M-V functional and the def2-TZVPD basis.

Each line ends with the Mulliken charge.
CARTESIAN COORDINATES (ANGSTROEM)
1 K 0.6417 -2.3867 2.5676  0.981
2 C -2.1361 -0.5823 -1.4909  0.590
3 F -2.9415 -0.0683 -0.5729  -0.230
4 F -2.8808 -1.0791 -2.4917  -0.238
5 F -1.3484 0.3426 -2.0173  -0.216
6 S -1.0889 -1.9796 -0.7189  1.029
7 O -2.0211 -3.0790 -0.5723  -0.664
8 O 0.0605 -2.2131 -1.5950  -0.623
9 O -0.6822 -1.4288 0.5929  -0.646
10 C 0.8907 2.1652 0.7942  0.573
11 F -0.2987 1.5516 0.8239  -0.210
12 F 0.9159 2.9879 -0.2508  -0.235
13 F 0.9708 2.9017 1.9277  -0.250
14 S 2.2983 0.8966 0.7492  1.046
15 O 1.9591 -0.0500 1.8143  -0.642
16 O 2.1776 0.3202 -0.5739  -0.621
17 O 3.4830 1.7010 1.0138  -0.643

Lowest unoccupied orbital energy ... 1.3 eV
Total charge ... -1
ΔE to the lowest compared entry with this formula, charge and spin ... 20.8 kcal/mol
Total energy ... -2523.33511 Ha
Frontier orbital gap ... 7.374 eV



No. 3
Computed, not measured: a molecular structure, C2F6KO6S2, with the ωB97M-V functional and the def2-TZVPD basis.

Each line ends with the Mulliken charge.
CARTESIAN COORDINATES (ANGSTROEM)
1 K 1.5147 -1.8705 1.7713  1.005
2 C 0.1487 1.9660 2.4627  0.511
3 F 0.7169 0.8541 1.9483  -0.227
4 F 0.2381 1.9138 3.7945  -0.227
5 F 0.8764 2.9982 2.0265  -0.234
6 S -1.6553 2.1154 1.9740  1.128
7 O -2.2260 0.8262 2.3979  -0.682
8 O -2.0663 3.2300 2.8140  -0.675
9 O -1.6793 2.3306 0.5420  -0.609
10 C 0.6402 -2.5242 -2.9879  0.572
11 F 0.1444 -3.6486 -2.4651  -0.237
12 F 1.9681 -2.6863 -3.1657  -0.234
13 F 0.1158 -2.3298 -4.1976  -0.222
14 S 0.3262 -1.0246 -1.8983  1.092
15 O 1.2740 -1.1940 -0.7976  -0.676
16 O 0.7121 0.0989 -2.7475  -0.657
17 O -1.0488 -1.0552 -1.4714  -0.628

Lowest unoccupied orbital energy ... 0.9 eV
Total charge ... -1
ΔE to the lowest compared entry with this formula, charge and spin ... 33.7 kcal/mol
Total energy ... -2523.31467 Ha
Frontier orbital gap ... 6.573 eV